No. 1
A 2-piece molecular cluster, C17H19F4NO2 overall in a non-equilibrium geometry. Source: the Open Molecules 2025 dataset; level of theory: the ωB97M-V functional and the def2-TZVPD basis.

Its total energy is -34389.582 eV. The value obtained for the LUMO energy is -2.779 eV. Its SMILES is O=C1C(F)=C(F)C(=O)C(F)=C1F.C1=C(N2CCCCC2)CCCC1. The HOMO energy comes out at -7.170 eV.

Last column: Mulliken charge in e.
Geometry (Å):
H  -4.356  2.108  -1.526  0.36
O  1.453  -5.876  2.680  -0.52
C  2.619  2.202  0.478  -0.71
F  -0.908  -1.783  2.786  -0.28
H  -3.946  0.751  -0.469  0.34
C  -1.246  -0.153  -2.156  -0.58
O  1.476  -0.460  2.910  -0.54
F  -0.918  -4.531  2.678  -0.27
H  -0.553  -0.958  -1.896  0.26
H  -0.920  0.261  -3.130  0.26
C  0.242  -2.487  2.775  0.19
H  -2.905  -1.340  -1.466  0.30
C  -3.684  0.338  -2.568  -0.70
C  0.076  1.296  -0.696  1.26
H  2.871  0.062  0.619  0.04
C  1.110  0.404  -0.514  -0.96
H  0.971  -0.663  -0.696  0.30
C  2.485  0.786  -0.108  -0.66
H  -2.076  2.584  -2.028  0.39
C  1.467  -1.703  2.822  0.70
H  -3.465  0.889  -3.491  0.33
H  1.843  4.190  0.125  0.38
F  3.832  -4.547  2.665  -0.26
C  -2.258  1.887  -1.188  -0.73
C  2.683  -3.848  2.713  0.35
H  3.159  0.722  -0.978  0.39
H  3.667  2.522  0.453  0.35
C  1.456  -4.636  2.702  0.37
C  1.750  3.185  -0.301  -1.06
C  -3.649  1.287  -1.379  -0.85
H  -2.264  2.474  -0.261  0.40
H  2.121  3.237  -1.332  0.34
C  0.280  2.759  -0.324  -0.49
C  0.236  -3.838  2.719  0.37
H  -2.607  -1.422  -3.207  0.35
C  2.685  -2.497  2.769  0.19
F  3.841  -1.801  2.774  -0.29
N  -1.176  0.901  -1.142  0.23
H  -0.136  2.938  0.682  0.32
H  -4.678  -0.106  -2.669  0.30
C  -2.639  -0.746  -2.349  -0.76
H  -0.254  3.435  -1.009  0.32
H  2.312  2.174  1.531  0.27

***

No. 2
One molecule with the formula C17H19FN2O2. Source: the Open Molecules 2025 dataset; level of theory: the ωB97M-V functional and the def2-TZVPD basis.

Its total energy is -27730.587 eV. The energy relative to the best compared isomer or geometry (same formula, charge and spin) comes out at 0.0 kcal per mole. The value obtained for the LUMO energy is 0.729 eV. Its SMILES is C[C@H](NCc1ccc(OCc2ccccc2F)cc1)C(N)=O. The HOMO energy comes out at -8.614 eV.

Last column: Mulliken charge in e.
Geometry (Å):
C  -1.619  -0.317  3.875  -1.56
H  0.589  -1.270  -3.997  0.40
H  -3.421  1.056  -4.785  0.44
H  -3.359  2.951  -3.178  0.38
H  0.655  1.915  -2.144  0.42
H  -1.467  -0.521  4.934  0.37
C  -0.263  0.665  -3.605  0.21
H  2.901  -1.097  1.520  0.46
C  -2.541  1.262  -4.196  -0.58
N  1.617  1.371  3.712  -0.27
F  -1.476  -0.580  -5.204  -0.35
H  -1.014  -2.187  0.236  0.32
C  2.150  -1.148  0.746  -0.32
O  1.846  -0.218  -2.729  -0.44
C  -0.279  -0.020  3.200  0.90
C  -0.042  -1.763  0.032  -0.82
C  -2.496  2.315  -3.299  -0.35
H  -2.266  0.550  3.784  0.39
C  0.928  -0.244  -3.796  -0.78
H  0.699  -1.403  4.324  0.23
C  0.226  -1.286  -1.241  -0.01
H  2.093  2.208  3.999  0.22
C  0.272  1.327  3.694  0.02
C  -0.240  1.732  -2.718  -0.12
H  1.505  0.095  -4.664  0.36
C  1.466  -0.728  -1.523  0.65
C  -1.347  2.548  -2.562  -0.79
C  0.908  -1.703  1.039  0.34
C  2.428  -0.667  -0.513  -0.78
C  0.609  -2.177  2.436  -1.17
O  -0.437  2.260  4.000  -0.66
H  -2.106  -1.175  3.416  0.39
H  -0.545  -1.346  -1.992  0.36
C  -1.428  0.456  -4.333  0.53
H  2.122  0.538  3.456  0.23
H  -0.438  0.108  2.121  0.05
H  1.350  -2.925  2.735  0.45
H  -1.311  3.368  -1.862  0.41
H  3.389  -0.235  -0.747  0.44
H  -0.383  -2.654  2.461  0.32
N  0.728  -1.060  3.368  -0.32

***

No. 3
One molecule with the formula C17H19FN2O4S in a non-equilibrium geometry. Source: the Open Molecules 2025 dataset; level of theory: the ωB97M-V functional and the def2-TZVPD basis.

Its total energy is -42643.710 eV. The energy relative to the best compared isomer or geometry (same formula, charge and spin) comes out at 386.4 kcal per mole. The value obtained for the LUMO energy is -0.880 eV. Its SMILES is CN(C)S(=O)(=O)c1ccc(C(=O)NCCOc2ccc(F)cc2)cc1. The HOMO energy comes out at -9.369 eV.

Last column: Mulliken charge in e.
Geometry (Å):
O  -2.579  -2.720  1.096  -0.50
H  -0.259  2.814  2.975  0.31
O  3.240  3.119  -0.334  -0.74
H  0.183  -0.315  -2.404  1.26
S  2.739  2.034  0.813  1.08
C  0.699  -0.194  -1.646  -1.50
C  -2.035  0.897  0.294  -0.32
C  -2.404  -1.606  0.003  0.50
O  3.535  1.799  1.941  -0.67
C  -3.160  -1.337  -0.999  0.15
H  1.685  2.577  3.594  0.33
H  -1.645  -0.565  1.905  0.36
O  -0.547  -2.481  -2.699  -0.70
C  1.977  0.840  0.209  0.43
H  1.288  1.851  -1.670  0.34
H  -0.467  -3.283  0.465  0.32
H  -1.496  1.711  0.794  0.35
H  -2.003  -4.209  -1.893  0.35
F  -2.272  2.108  -1.542  -0.43
C  -2.997  -0.016  -1.528  -0.47
H  -1.463  -5.364  -0.570  0.32
H  -3.470  -2.207  -1.647  0.28
H  -2.828  -4.741  1.088  0.31
H  2.025  4.829  0.568  0.23
N  -0.570  -3.416  -0.398  -0.19
C  -0.140  -2.596  -1.388  0.35
C  1.407  -1.570  0.254  -0.95
C  0.765  -1.404  -0.951  0.80
C  -1.769  -4.224  -0.700  -0.44
N  1.261  2.886  1.355  -0.04
H  -3.726  -3.900  -0.094  0.71
H  0.799  1.321  2.497  0.23
H  2.898  -0.514  1.613  0.80
H  1.894  4.938  2.322  0.36
H  1.446  -2.409  0.639  1.07
C  1.224  1.017  -0.845  -0.34
C  0.817  2.365  2.880  -0.76
C  -2.027  -0.536  0.874  -0.84
C  1.401  4.387  1.477  -1.06
C  -2.287  0.820  -0.993  0.57
H  -3.346  0.136  -2.765  0.16
C  2.311  -0.565  0.837  -1.38
C  -2.817  -3.869  0.146  -1.11
H  0.534  4.878  1.645  0.46

***

No. 4
One molecule with the formula C17H19FN6 in a non-equilibrium geometry. Source: the Open Molecules 2025 dataset; level of theory: the ωB97M-V functional and the def2-TZVPD basis.

Its total energy is -29591.535 eV. The energy relative to the best compared isomer or geometry (same formula, charge and spin) comes out at 0.0 kcal per mole. The value obtained for the LUMO energy is -0.091 eV. Its SMILES is Fc1cccc(CCCNCCc2ccnc(-n3ccnn3)n2)c1. The HOMO energy comes out at -8.499 eV.

Last column: Mulliken charge in e.
Geometry (Å):
C  -0.191  0.829  2.849  -0.90
H  0.026  -0.322  1.219  0.09
C  3.039  2.510  -0.467  -0.22
H  3.019  -1.945  2.339  0.33
H  -1.515  -2.572  1.138  0.34
H  -5.163  -0.508  -3.598  0.46
N  5.619  -2.154  0.394  -0.39
C  1.814  2.698  0.231  -0.63
H  4.630  -3.819  1.407  0.37
H  -2.705  -0.393  2.216  0.42
C  -3.426  0.723  -3.864  -0.19
N  -0.628  -0.196  1.957  -0.11
N  5.381  -0.881  0.296  -0.59
C  1.490  1.807  1.311  0.61
C  -3.605  -1.155  -2.405  -0.19
H  -0.617  2.417  1.417  0.34
H  -3.800  1.381  -4.697  0.30
C  -1.669  0.254  -2.283  -0.17
C  -1.733  -1.816  -0.814  -1.37
H  0.678  0.498  3.481  0.28
C  -4.174  -0.275  -3.386  -0.73
H  -3.085  -1.988  0.663  0.46
F  -1.520  2.139  -3.805  -0.29
H  -0.649  -1.760  -0.934  0.44
C  0.189  2.105  2.074  -0.64
C  3.510  0.649  0.760  0.30
C  -2.340  -0.873  -1.881  0.43
N  2.307  0.792  1.436  -0.25
H  1.218  3.513  -0.130  0.42
H  3.262  3.187  -1.294  0.38
C  3.874  -1.769  1.665  -0.03
C  4.675  -2.726  1.225  -0.38
H  -0.749  0.550  -1.747  0.47
H  -2.225  0.453  0.778  0.40
H  -1.901  -2.826  -1.116  0.52
N  4.216  -0.555  0.976  0.59
N  3.741  1.482  -0.255  -0.51
C  -2.041  -1.766  0.637  -0.76
C  -2.167  1.023  -3.423  -0.12
H  -1.029  0.810  3.489  0.49
C  -1.968  -0.352  1.397  -0.70
H  -4.276  -1.973  -2.112  0.35
H  0.490  2.804  2.855  0.37